1.
The following is a quantum chemistry calculation of a structure of composition C22H17N7O4RhS at a distorted geometry, from the Open Molecules 2025 dataset.

```
52
Properties=species:S:1:pos:R:3
Rh 0.03 0.28 -0.02
O -3.75 -1.04 0.09
C -2.60 -0.78 -0.16
N -1.62 -0.33 0.72
C -1.83 -0.10 2.15
O -2.91 -0.25 2.71
C -0.64 0.38 2.76
C -0.54 0.63 4.15
C 0.63 1.10 4.66
C 1.74 1.34 3.80
C 1.60 1.08 2.46
N 0.46 0.60 1.94
C -2.07 -0.89 -1.57
C -2.88 -1.32 -2.60
C -2.36 -1.38 -3.88
C -1.04 -0.99 -4.09
C -0.29 -0.56 -3.01
N -0.80 -0.52 -1.77
H -1.40 0.42 4.76
H 0.73 1.29 5.72
H 2.68 1.71 4.17
H 2.42 1.24 1.77
H -3.90 -1.60 -2.36
H -2.96 -1.71 -4.71
H -0.59 -1.01 -5.07
H 0.73 -0.24 -3.14
N -3.87 3.57 4.18
C -3.23 3.57 3.02
C -3.67 2.68 1.99
C -3.01 2.67 0.79
C -1.90 3.50 0.62
C -1.47 4.41 1.62
C -2.12 4.45 2.81
S -0.96 3.39 -0.90
O -1.73 2.55 -1.79
O -0.64 4.72 -1.29
N 0.30 2.58 -0.25
C 1.35 2.27 -1.09
N 1.86 3.11 -1.99
C 2.85 2.66 -2.75
C 3.37 1.37 -2.63
C 2.80 0.57 -1.68
N 1.79 1.00 -0.91
H -4.65 2.95 4.34
H -3.61 4.21 4.92
H -4.50 2.00 2.16
H -3.33 2.03 -0.01
H -0.62 5.05 1.42
H -1.81 5.12 3.60
H 3.23 3.36 -3.48
H 4.19 1.03 -3.24
H 3.14 -0.45 -1.50
```

The value obtained for the energy above the lowest of the compared OMol25 structures with the same formula, charge and spin is 0.00 kJ/mol. As for the LUMO energy (spin up / spin down): -2.94 / -6.36 eV. The charge is +1. Its total energy is -55545.4810 eV. The spin multiplicity is 5.

2.
The following is a quantum chemistry calculation of the molecule C5H6O2 at a distorted geometry, from the Open Molecules 2025 dataset.

```
13
Properties=species:S:1:pos:R:3
O 1.14 2.10 0.40
C 0.66 1.01 0.17
C 1.47 -0.27 -0.07
O 0.68 -1.12 -0.89
C -0.65 -0.72 -0.79
C -1.22 -0.61 0.55
C -0.75 0.70 0.02
H 1.69 -0.72 0.91
H 2.41 -0.06 -0.58
H -1.05 -0.11 -1.57
H -0.62 -0.95 1.39
H -2.28 -0.74 0.66
H -1.48 1.48 -0.20
```

The value obtained for the energy above the lowest of the compared OMol25 structures with the same formula, charge and spin is 263.62 kJ/mol. As for the LUMO energy: 0.89 eV. Its total energy is -9374.3634 eV. The spin multiplicity is 1.

3.
The following is a quantum chemistry calculation of a cluster of 2 separate species, C4H13N2S in total, from the Open Molecules 2025 dataset.

```
20
Properties=species:S:1:pos:R:3
C -1.91 -1.77 0.58
C -1.06 -2.00 1.83
S 0.39 -0.92 1.94
H -1.31 -1.91 -0.32
H -2.30 -0.75 0.52
H -2.76 -2.46 0.49
H -0.77 -3.06 1.85
H -1.73 -1.78 2.68
C 0.87 -0.07 -1.47
N 0.62 1.36 -1.62
C 1.31 2.19 -0.63
N 0.71 2.19 0.68
H 0.30 -0.60 -2.24
H 1.94 -0.34 -1.52
H 0.53 -0.46 -0.48
H 0.96 1.62 -2.55
H 1.30 3.23 -0.97
H 2.36 1.86 -0.53
H -0.28 2.35 0.58
H 0.86 1.31 1.18
```

The value obtained for the energy above the lowest of the compared OMol25 structures with the same formula, charge and spin is 66.93 kJ/mol. As for the LUMO energy: 3.94 eV. The charge is -1. Its total energy is -18174.8337 eV. The spin multiplicity is 1.

4.
The following is a quantum chemistry calculation of a cluster of 14 separate species, C28H84O14 in total at a distorted geometry, from the Open Molecules 2025 dataset.

```
126
Properties=species:S:1:pos:R:3
C -3.05 -22.91 19.04
C -2.09 -24.01 19.64
O -1.97 -25.20 18.97
H -2.71 -22.43 18.12
H -3.06 -22.10 19.77
H -4.07 -23.28 18.96
H -2.62 -24.48 20.47
H -1.12 -23.62 19.96
H -1.36 -25.80 19.41
C -2.29 -15.89 24.82
C -1.87 -17.24 24.23
O -0.89 -17.02 23.31
H -2.89 -15.29 24.14
H -1.34 -15.36 24.80
H -2.76 -15.84 25.80
H -2.82 -17.54 23.79
H -1.68 -18.02 24.97
H -0.99 -17.58 22.53
C -5.08 -20.83 22.45
C -5.38 -20.46 23.93
O -5.49 -21.67 24.65
H -5.76 -21.56 21.99
H -4.05 -21.16 22.34
H -5.13 -20.05 21.69
H -6.37 -20.00 24.03
H -4.57 -19.84 24.32
H -5.80 -21.38 25.51
C -2.45 -14.96 19.73
C -3.07 -13.66 20.18
O -2.18 -12.51 20.17
H -1.78 -15.27 20.54
H -1.88 -14.81 18.81
H -3.24 -15.68 19.50
H -3.37 -13.61 21.23
H -3.97 -13.49 19.59
H -2.28 -11.99 20.97
C 1.96 -23.46 20.18
C 3.02 -22.57 20.80
O 2.90 -21.19 20.46
H 2.29 -24.50 20.23
H 1.70 -23.13 19.18
H 1.04 -23.45 20.77
H 4.04 -22.79 20.49
H 3.01 -22.65 21.89
H 3.62 -20.65 20.82
C -1.16 -17.15 16.61
C -0.14 -16.65 15.62
O 0.69 -15.81 16.42
H -1.83 -16.34 16.89
H -0.69 -17.55 17.51
H -1.57 -18.03 16.12
H -0.66 -16.04 14.87
H 0.35 -17.45 15.07
H 1.34 -15.39 15.86
C -5.74 -16.95 23.43
C -5.11 -16.25 22.23
O -4.64 -17.19 21.30
H -6.17 -16.24 24.14
H -4.98 -17.49 24.00
H -6.46 -17.71 23.12
H -4.41 -15.45 22.49
H -5.92 -15.73 21.73
H -5.38 -17.74 21.04
C -7.20 -17.88 16.95
C -5.82 -17.52 17.38
O -5.29 -18.47 18.30
H -7.20 -18.90 16.56
H -7.58 -17.28 16.12
H -7.83 -17.88 17.84
H -5.75 -16.49 17.72
H -5.22 -17.65 16.47
H -4.37 -18.65 18.08
C 0.21 -23.01 16.47
C -0.02 -21.60 15.95
O -0.42 -20.85 17.05
H 0.52 -23.77 15.76
H -0.65 -23.34 17.05
H 1.04 -23.02 17.19
H -0.84 -21.62 15.24
H 0.78 -21.17 15.35
H 0.41 -20.50 17.39
C 3.13 -18.19 23.18
C 3.28 -17.69 21.72
O 4.20 -18.57 21.00
H 3.03 -19.28 23.22
H 2.47 -17.64 23.84
H 4.08 -18.00 23.67
H 3.72 -16.70 21.59
H 2.28 -17.75 21.30
H 5.00 -18.06 20.83
C 2.85 -18.23 16.84
C 3.12 -19.11 18.07
O 2.29 -20.31 18.16
H 3.09 -17.18 17.03
H 1.81 -18.20 16.52
H 3.50 -18.48 16.00
H 2.70 -18.50 18.88
H 4.18 -19.10 18.33
H 2.38 -20.60 19.07
C -0.45 -20.17 20.59
C -1.82 -19.55 20.22
O -1.82 -18.26 20.94
H -0.46 -20.42 21.65
H 0.41 -19.53 20.39
H -0.23 -21.09 20.06
H -2.67 -20.13 20.56
H -2.10 -19.29 19.20
H -2.70 -17.94 21.16
C -5.27 -21.36 16.57
C -4.19 -20.52 15.92
O -3.12 -20.29 16.97
H -4.84 -22.32 16.85
H -6.11 -21.63 15.94
H -5.58 -20.87 17.49
H -4.61 -19.66 15.40
H -3.73 -21.18 15.18
H -2.21 -20.30 16.68
C 1.07 -15.69 19.98
C 1.09 -14.79 21.15
O 1.31 -15.52 22.33
H 0.42 -16.52 20.25
H 2.09 -16.04 19.81
H 0.62 -15.28 19.07
H 0.13 -14.27 21.21
H 1.82 -13.97 21.07
H 0.56 -16.10 22.49
```

The value obtained for the energy above the lowest of the compared OMol25 structures with the same formula, charge and spin is 265.85 kJ/mol. As for the LUMO energy (spin up / spin down): 2.28 / 2.46 eV. The charge is -1. Its total energy is -59056.6555 eV. The spin multiplicity is 2.

5.
The following is a quantum chemistry calculation of a structure of composition C24H48N4SbSiTc, from the Open Molecules 2025 dataset.

```
79
Properties=species:S:1:pos:R:3
Tc 1.21 -0.03 0.10
N 2.72 -0.57 3.86
C 1.45 -0.97 4.25
C 0.67 -0.91 3.15
N 1.45 -0.47 2.09
C 2.70 -0.28 2.56
C 3.71 0.14 1.61
N 3.30 0.36 0.37
C 4.41 0.67 -0.38
C 5.50 0.65 0.44
N 5.03 0.32 1.69
H 3.52 -0.51 4.47
H 1.23 -1.27 5.26
H -0.37 -1.15 3.04
H 4.38 0.87 -1.44
H 6.54 0.84 0.24
H 5.61 0.23 2.51
C -0.33 -3.77 1.60
C -0.61 -3.74 0.10
C -1.80 -4.60 -0.29
Sb -0.86 -1.70 -0.65
C -0.11 -1.94 -2.69
C -0.83 -3.03 -3.46
C 1.39 -2.22 -2.57
C -2.98 -1.17 -0.52
C -3.83 -2.00 -1.47
C -3.39 -1.28 0.95
H -0.15 -4.80 1.91
H -1.19 -3.41 2.18
H 0.55 -3.19 1.87
H 0.28 -4.05 -0.45
H -2.66 -4.43 0.36
H -1.51 -5.65 -0.18
H -2.12 -4.47 -1.33
H -0.29 -0.97 -3.15
H -0.68 -4.02 -3.00
H -0.42 -3.08 -4.47
H -1.90 -2.85 -3.55
H 1.59 -3.24 -2.24
H 1.93 -1.55 -1.88
H 1.87 -2.10 -3.55
H -2.98 -0.13 -0.84
H -3.92 -3.03 -1.14
H -3.48 -1.97 -2.49
H -4.84 -1.57 -1.47
H -3.36 -2.31 1.30
H -4.43 -0.95 1.05
H -2.79 -0.66 1.61
C 1.83 3.26 0.72
Si 0.28 2.42 0.13
C -1.16 2.78 1.28
C -1.07 1.86 2.51
C -2.53 2.63 0.62
C -0.96 4.24 1.72
C 0.18 2.45 -1.75
C -1.12 1.87 -2.33
C 0.36 3.90 -2.22
C 1.37 1.60 -2.25
H 1.69 4.33 0.57
H 2.73 2.97 0.17
H 2.00 3.09 1.78
H -1.22 0.82 2.23
H -1.87 2.13 3.22
H -0.12 1.96 3.04
H -2.70 1.61 0.26
H -2.66 3.32 -0.21
H -3.30 2.86 1.35
H -0.05 4.39 2.30
H -1.80 4.53 2.35
H -0.94 4.94 0.87
H -1.97 2.52 -2.14
H -1.36 0.88 -1.93
H -1.02 1.78 -3.42
H -0.43 4.55 -1.83
H 0.30 3.94 -3.31
H 1.33 4.31 -1.93
H 1.36 0.55 -1.85
H 2.33 2.04 -1.98
H 1.34 1.45 -3.33
```

As for the LUMO energy (spin up / spin down): -10.06 / -10.76 eV. The charge is +3. Its total energy is -48214.6934 eV. The spin multiplicity is 4.

6.
The following is a quantum chemistry calculation of the molecule C21H33N3O3S at a distorted geometry, from the Open Molecules 2025 dataset.

```
61
Properties=species:S:1:pos:R:3
C -0.91 5.39 -4.93
C -0.30 4.22 -4.23
C -0.31 4.14 -2.84
C 0.27 3.07 -2.19
C 0.87 2.07 -2.93
S 1.64 0.67 -2.14
O 1.59 0.85 -0.71
O 2.93 0.44 -2.72
N 0.63 -0.56 -2.69
C -0.69 -0.57 -2.07
C -0.66 -1.09 -0.63
C 0.06 -2.44 -0.55
C 0.23 -2.86 0.91
O -0.28 -3.86 1.36
N 1.02 -2.03 1.62
C 1.17 -2.15 3.05
C 0.51 -0.98 3.78
N -0.87 -0.79 3.38
C -1.40 0.52 3.70
C -1.85 0.75 5.16
C -3.18 0.06 5.47
C -3.06 -1.42 5.88
C -1.97 -2.22 5.16
C -1.78 -1.88 3.68
C 1.42 -2.40 -1.27
C 1.25 -1.87 -2.69
C 0.90 2.13 -4.31
C 0.31 3.21 -4.95
H -1.60 5.93 -4.28
H -1.45 5.07 -5.82
H -0.13 6.08 -5.25
H -0.78 4.93 -2.26
H 0.28 2.99 -1.11
H -1.33 -1.19 -2.69
H -1.06 0.46 -2.09
H -1.68 -1.20 -0.26
H -0.15 -0.36 -0.01
H -0.56 -3.21 -1.03
H 1.33 -1.17 1.21
H 2.24 -2.17 3.31
H 0.73 -3.10 3.34
H 1.05 -0.06 3.51
H 0.65 -1.13 4.87
H -0.64 1.26 3.44
H -2.26 0.69 3.05
H -1.97 1.82 5.30
H -1.07 0.41 5.85
H -3.67 0.59 6.29
H -3.82 0.14 4.60
H -2.87 -1.48 6.96
H -4.03 -1.89 5.70
H -2.22 -3.28 5.25
H -1.02 -2.08 5.68
H -1.41 -2.76 3.15
H -2.74 -1.62 3.23
H 2.10 -1.73 -0.75
H 1.86 -3.40 -1.29
H 0.62 -2.54 -3.29
H 2.22 -1.75 -3.17
H 1.38 1.34 -4.86
H 0.33 3.26 -6.03
```

The value obtained for the energy above the lowest of the compared OMol25 structures with the same formula, charge and spin is 87.78 kJ/mol. As for the LUMO energy: 0.59 eV. Its total energy is -43761.0970 eV. The spin multiplicity is 1.